[1]
# C3H4BrIO

2 unconnected molecules or ions with the total composition C3H4BrIO at a distorted geometry (ωB97M-V/def2-TZVPD, the Open Molecules 2025 dataset).

Output
* HOMO level (alpha / beta): -9.81 / -8.46 eV
* energy: -83361.4926 eV
* ΔE to the lowest compared entry with this formula, charge and spin: 369.0 kJ/mol
* Kohn-Sham gap (alpha / beta): 8.39 / 7.53 eV

Cartesian coordinates (Å):
C 0.0469 -0.5415 -0.3062
C -1.1610 0.2935 -0.3516
C 1.4019 -0.0715 0.1282
O 0.0397 -1.5891 -0.8775
Br 2.7045 -1.2737 0.2989
I 2.0836 1.8568 0.2339
H -1.1003 1.3126 -0.0925
H -1.9941 -0.2440 0.2033
H -1.4592 0.4274 -1.4278
H -0.5619 -0.1706 2.1912

Atomic forces in eV per Å
1.811 1.487 -0.656
-2.294 -0.213 -0.877
-1.622 1.070 0.357
-0.295 -2.290 -0.348
1.215 -1.589 0.126
-0.464 0.489 0.017
0.400 1.075 1.244
0.945 0.814 -0.773
0.159 -0.833 0.797
0.143 -0.010 0.112

***

[2]
# C6H8ErO6

A molecular structure, C6H8ErO6 at a distorted geometry (ωB97M-V/def2-TZVPD, the Open Molecules 2025 dataset).

Output
* total charge: +2
* 2S+1: 5
* HOMO level (alpha / beta): -15.94 / -18.01 eV
* energy: -46240.0828 eV
* ΔE to the lowest compared entry with this formula, charge and spin: 0.0 kJ/mol
* Kohn-Sham gap (alpha / beta): 5.58 / 7.78 eV
* ⟨S²⟩: 6.01

Cartesian coordinates (Å):
O 2.5708 -0.2316 -0.1989
C 3.6881 -0.5733 0.5872
O 4.3998 -1.4993 0.2855
O 3.7220 0.2516 1.5583
C 2.1205 -1.0724 -1.2697
H 2.9454 -1.1287 -2.0008
H 1.9452 -2.0877 -0.8859
C 0.8949 -0.4919 -1.8610
H 0.9674 0.3813 -2.5117
H -0.0185 -1.0864 -1.8644
O -1.5453 0.5231 1.5697
C -1.2681 1.3483 0.5958
C -2.8549 -0.0514 1.3760
O -0.1492 1.8349 0.4119
O -2.2316 1.4875 -0.2680
C -3.3372 0.6254 0.0840
H -3.4642 0.1919 2.2509
H -2.7373 -1.1354 1.2822
H -4.2238 1.2499 0.2233
H -3.4874 -0.0762 -0.7420
Er 2.0634 1.5403 1.3777

Atomic forces in eV per Å
-0.660 2.248 1.841
2.147 -4.192 -2.517
-1.493 1.993 0.765
-1.210 2.636 1.782
-0.164 -1.241 -1.324
-0.258 0.056 0.257
0.154 0.406 0.070
-0.099 -0.012 -0.220
-0.115 -0.226 0.246
0.250 0.265 -0.061
0.919 0.337 0.365
-1.161 -1.144 -1.107
-0.786 -0.345 0.142
2.183 0.349 1.299
0.701 0.459 0.162
-0.633 -0.207 0.031
0.168 -0.081 -0.200
-0.001 0.287 0.070
0.218 -0.146 -0.079
0.021 0.238 0.174
-0.181 -1.679 -1.694